Record 1
Density functional theory data (ωB97M-V with the def2-TZVPD basis set) for the molecule C25H30N4O2.

Computed properties:
Energy above the lowest of the compared OMol25 structures with the same formula, charge and spin, eV: 0.912
SMILES: Cc1ccc(Nc2cc(C(=O)NCCCN3CCOCC3)c3ccccc3n2)c(C)c1
2S+1: 1
Frontier orbital gap, eV: 8.142
Net charge: 0

The geometry in XYZ format:
```
61
C25H30N4O2, DFT ωB97M-V with the def2-TZVPD basis set
C -7.68160 -0.67173 0.13642
C -6.31675 -0.07349 0.29683
C -6.13426 1.30266 0.25134
C -4.86895 1.84141 0.36601
C -3.75642 1.02197 0.52688
N -2.49150 1.62369 0.66623
C -1.40787 1.37743 -0.12556
C -0.21055 2.10431 0.12970
C 0.90107 1.85788 -0.62279
C 2.17833 2.53757 -0.22857
O 2.25483 3.72644 0.01353
N 3.21208 1.67430 -0.13313
C 4.47317 2.01334 0.47822
C 4.70596 1.17458 1.73730
C 4.76608 -0.32575 1.43407
N 3.50974 -0.85285 0.90998
C 3.68572 -2.10415 0.18762
C 2.34512 -2.52984 -0.41422
O 1.36670 -2.69679 0.58329
C 1.19126 -1.50043 1.30216
C 2.50003 -1.03604 1.94291
C 0.81841 0.92033 -1.69395
C 1.86026 0.65809 -2.60145
C 1.70240 -0.27436 -3.59320
C 0.49810 -0.97978 -3.71961
C -0.54416 -0.72867 -2.87047
C -0.41861 0.23557 -1.84986
N -1.48894 0.46499 -1.06567
C -3.92296 -0.36235 0.62219
C -2.76944 -1.27139 0.89976
C -5.20427 -0.87909 0.48965
H -8.44347 -0.01834 0.55581
H -7.90437 -0.81108 -0.92205
H -7.74081 -1.64208 0.62365
H -6.98551 1.95506 0.12152
H -4.73340 2.91365 0.32480
H -2.49180 2.52498 1.12337
H -0.17281 2.82345 0.93481
H 3.03734 0.67177 -0.16259
H 4.44854 3.07894 0.72091
H 5.28257 1.83335 -0.23930
H 3.91490 1.38441 2.45809
H 5.65469 1.46911 2.18848
H 5.53332 -0.49254 0.67287
H 5.07247 -0.86953 2.34369
H 4.41011 -1.95264 -0.61571
H 4.05364 -2.90387 0.85278
H 2.44006 -3.49421 -0.91550
H 2.01418 -1.77328 -1.14135
H 0.44433 -1.71110 2.06906
H 0.81253 -0.71397 0.63272
H 2.32866 -0.08815 2.45484
H 2.82662 -1.78561 2.68463
H 2.78190 1.21473 -2.51966
H 2.50733 -0.46682 -4.28727
H 0.39509 -1.71629 -4.50308
H -1.48842 -1.24183 -2.96335
H -2.12536 -0.84373 1.66676
H -2.16851 -1.39589 0.00000
H -3.11867 -2.24629 1.22988
H -5.33820 -1.95005 0.55558
```

Mulliken atomic charge list, values in e, 2 entries: -1.4765, 0.7220

***

Record 2
Density functional theory data (ωB97M-V with the def2-TZVPD basis set) for the molecule C25H30N4O5S2.

Computed properties:
SMILES: Cc1cc(C)c2nc(NC(=O)[C@@H](NC(=O)c3cccc(S(=O)(=O)N4CCOCC4)c3)C(C)C)sc2c1
2S+1: 1
Frontier orbital gap, eV: 8.391
Net charge: 0

The geometry in XYZ format:
```
66
C25H30N4O5S2, DFT ωB97M-V with the def2-TZVPD basis set
C -5.03526 0.86372 0.22184
C -3.77158 0.66190 0.99207
C -2.96081 1.76288 1.28669
C -1.77455 1.65258 1.98402
C -0.93568 2.84772 2.30956
C -1.38547 0.37589 2.40421
N -0.24937 0.07544 3.10186
C -0.14408 -1.17996 3.32625
N 0.88341 -1.74769 4.06305
C 1.82817 -2.64350 3.64574
O 2.62582 -3.10266 4.42721
C 1.83753 -2.91392 2.13999
N 1.83073 -1.63085 1.46655
C 0.95726 -1.33412 0.47673
O 0.19405 -2.15575 0.00990
C 0.95107 0.09161 0.02161
C 1.96920 1.00710 0.27303
C 1.84419 2.32644 -0.13101
C 0.71017 2.74254 -0.80872
C -0.27870 1.82032 -1.09538
S -1.69497 2.34888 -2.06362
O -2.76671 1.42106 -1.86642
O -1.91200 3.73985 -1.79388
N -1.26587 2.22713 -3.65888
C -1.16334 0.90879 -4.24104
C 0.29552 0.44442 -4.29555
O 1.10477 1.39794 -4.95119
C 1.06893 2.64668 -4.29615
C -0.36133 3.19583 -4.23125
C -0.17551 0.51092 -0.68403
C 3.03543 -3.79672 1.73781
C 2.78922 -5.22919 2.20361
C 3.24400 -3.75778 0.22611
S -1.46837 -2.18761 2.71774
C -2.19259 -0.73757 2.09142
C -3.37814 -0.60395 1.39241
H -5.65027 -0.03217 0.23035
H -4.77217 1.10501 -0.80733
H -5.60589 1.69569 0.62914
H -3.27362 2.73748 0.94231
H 0.09860 2.55060 2.46043
H -0.99737 3.58275 1.51031
H -1.29335 3.31113 3.22928
H 0.97277 -1.44855 5.02758
H 0.91122 -3.42264 1.84312
H 2.42275 -0.91272 1.84992
H 2.87703 0.70704 0.77536
H 2.63263 3.03136 0.08519
H 0.57482 3.76903 -1.11133
H -1.77413 0.23767 -3.63923
H -1.56774 0.95408 -5.25851
H 0.38558 -0.47534 -4.87499
H 0.67485 0.26983 -3.27665
H 1.70899 3.31041 -4.87977
H 1.48129 2.54301 -3.28027
H -0.42066 4.09679 -3.62202
H -0.70634 3.42370 -5.24624
H -0.97126 -0.18793 -0.89126
H 3.92947 -3.41339 2.24071
H 1.90417 -5.63755 1.72037
H 3.64087 -5.85491 1.94916
H 2.65136 -5.26022 3.28022
H 2.32497 -4.02980 -0.28752
H 3.54200 -2.76653 -0.10833
H 4.02255 -4.46114 -0.05786
H -3.97826 -1.47103 1.16556
```

Mulliken atomic charge list, values in e, 2 entries: -1.5160, 1.1787

***

Record 3
Density functional theory data (ωB97M-V with the def2-TZVPD basis set) for the molecule C25H30N6O2S.

Computed properties:
Energy above the lowest of the compared OMol25 structures with the same formula, charge and spin, eV: 0.378
SMILES: CCn1c(=O)c2sccc2n2c(CCCC(=O)NC3CCN(Cc4ccccc4)CC3)nnc12
2S+1: 1
Frontier orbital gap, eV: 7.906
Net charge: 0

The geometry in XYZ format:
```
64
C25H30N6O2S, DFT ωB97M-V with the def2-TZVPD basis set
C 1.35056 3.48861 -0.90255
C 2.02158 3.18732 0.43061
N 3.07193 2.18915 0.28447
C 4.40366 2.58320 0.29368
O 4.72901 3.74183 0.43605
C 5.32579 1.47293 0.12724
S 7.03874 1.65562 0.10359
C 7.23423 -0.03331 -0.11766
C 6.05935 -0.71918 -0.17278
C 4.95616 0.14902 -0.03120
N 3.60850 -0.12982 -0.03120
C 2.82033 -1.25582 -0.15649
C 3.32889 -2.63646 -0.35980
C 2.19154 -3.65970 -0.43618
C 1.53568 -3.92564 0.92836
C 0.00835 -3.97411 0.82881
O -0.64304 -4.97668 1.04212
N -0.50329 -2.78001 0.49838
C -1.90350 -2.48549 0.29666
C -2.28600 -1.27287 1.14975
C -3.70692 -0.79849 0.82180
N -3.91407 -0.51108 -0.58453
C -3.25724 0.70664 -1.03672
C -3.82637 1.91396 -0.34211
C -5.20350 2.08862 -0.27313
C -5.73940 3.19578 0.35750
C -4.90433 4.14622 0.92253
C -3.53226 3.97963 0.85769
C -2.99651 2.86686 0.23151
C -3.59780 -1.67696 -1.38336
C -2.16567 -2.18963 -1.18426
N 1.57251 -0.90248 -0.08895
N 1.47587 0.43017 0.08304
C 2.69237 0.89612 0.11762
H 0.88857 2.58804 -1.29908
H 2.07896 3.86353 -1.61775
H 0.58259 4.24321 -0.75984
H 1.29038 2.79724 1.14177
H 2.50174 4.08160 0.83246
H 8.22189 -0.44225 -0.19698
H 5.99216 -1.78157 -0.30759
H 3.90237 -2.65742 -1.29271
H 4.00791 -2.89601 0.45849
H 1.44611 -3.29116 -1.14189
H 2.59065 -4.59264 -0.83547
H 1.88128 -4.87108 1.34545
H 1.78933 -3.12727 1.62744
H 0.14201 -2.01360 0.31014
H -2.47286 -3.36793 0.60761
H -2.22044 -1.52943 2.20780
H -1.57251 -0.46913 0.95414
H -3.94370 0.09997 1.39626
H -4.42141 -1.57974 1.10004
H -2.16474 0.69245 -0.89847
H -3.45473 0.79507 -2.11144
H -5.84465 1.33832 -0.71005
H -6.81132 3.32096 0.40872
H -5.32265 5.01240 1.41416
H -2.87677 4.71602 1.30038
H -1.92362 2.73722 0.18905
H -3.76698 -1.43575 -2.43614
H -4.30241 -2.46493 -1.09848
H -2.01098 -3.09419 -1.77438
H -1.45136 -1.43594 -1.52410
```

Mulliken atomic charge list, values in e, 2 entries: -1.0679, -0.8590